1.
{
  "formula": "CH7N3S",
  "method": "wB97M-V/def2-TZVPD",
  "total_energy_ev": -16452.550,
  "relative_energy_kcal_mol": 75.36,
  "gap_ev": 9.84,
  "molar_mass_g_mol": 93.2,
  "symbols": ["C", "N", "N", "N", "S", "H", "H", "H", "H", "H", "H", "H"],
  "positions_angstrom": [[-0.837, -0.907, 0.320], [-1.823, 0.206, -1.622], [0.316, 0.416, -1.151], [-0.820, -0.061, -0.944], [3.673, 1.899, 0.684], [-1.024, -2.024, 0.308], [0.179, -0.821, 0.544], [-1.497, -0.459, 1.209], [2.638, 1.436, -0.218], [-2.588, -0.377, -1.386], [0.225, 1.026, -2.026], [2.821, 1.679, 1.813]],
  "atomic_forces_ev_per_a": [[-1.6, -0.2, 1.8], [-1.3, 0.8, -1.8], [1.7, 1.7, -1.5], [-0.4, -1.5, 1.9], [-2.7, -1.0, 0.2], [-0.4, 1.4, -1.1], [1.4, 0.0, 1.1], [1.3, -0.6, -2.4], [1.5, 0.7, 1.4], [-0.8, -0.6, 0.7], [0.0, -1.0, 1.4], [1.2, 0.3, -1.5]]
}

2.
{
  "formula": "C5H7NO2",
  "method": "wB97M-V/def2-TZVPD",
  "total_energy_ev": -10876.850,
  "relative_energy_kcal_mol": 156.07,
  "gap_ev": [7.58, 8.21],
  "molar_mass_g_mol": 113.1,
  "symbols": ["C", "C", "C", "C", "C", "N", "O", "O", "H", "H", "H", "H", "H", "H", "H"],
  "positions_angstrom": [[-2.115, -0.772, -0.499], [-1.062, 0.101, -0.770], [0.245, 0.327, 0.044], [1.589, 0.178, -0.759], [0.122, -0.549, 1.245], [-2.765, -1.657, -0.113], [-1.293, 1.821, 0.361], [0.133, 1.695, 0.330], [-0.985, 0.591, -1.763], [2.540, 0.182, -0.111], [1.683, 1.006, -1.348], [1.695, -0.604, -1.471], [1.081, -0.545, 1.909], [-0.138, -1.587, 1.043], [-0.731, -0.188, 1.903]],
  "atomic_forces_ev_per_a": [[-0.1, -1.8, 1.0], [0.7, 4.1, -0.8], [0.7, -1.6, -0.5], [0.5, -0.9, 2.7], [0.9, 0.0, 3.4], [0.2, 1.1, -0.6], [0.2, -1.9, -1.1], [-0.2, 0.5, 0.0], [-0.5, -0.5, 0.6], [-1.7, -0.2, -0.6], [0.1, 2.6, -1.5], [-0.4, -1.3, -0.2], [-1.6, 0.1, -1.3], [0.3, 0.0, -0.4], [1.0, -0.2, -0.8]]
}

3.
{
  "formula": "C36H27Br2F5IN8OS3Y",
  "method": "wB97M-V/def2-TZVPD",
  "total_energy_ev": -247062.533,
  "relative_energy_kcal_mol": 19.94,
  "gap_ev": 6.99,
  "molar_mass_g_mol": 1154.5,
  "symbols": ["Y", "C", "C", "C", "C", "C", "C", "Br", "C", "C", "Br", "C", "O", "C", "N", "H", "H", "H", "H", "H", "H", "C", "C", "N", "C", "C", "S", "C", "C", "S", "C", "N", "C", "H", "H", "H", "H", "H", "H", "H", "H", "F", "C", "C", "F", "C", "F", "C", "S", "C", "F", "C", "F", "I", "C", "H", "H", "C", "C", "N", "C", "C", "N", "C", "N", "N", "N", "C", "C", "C", "C", "C", "C", "H", "H", "H", "H", "H", "H", "H", "H", "H", "H", "H"],
  "positions_angstrom": [[-0.845, -0.331, 0.598], [-2.055, 3.576, 1.310], [-1.589, 2.700, 2.422], [-1.975, 3.058, 3.674], [-1.507, 2.471, 4.776], [-0.603, 1.435, 4.611], [0.000, 0.778, 5.705], [-0.704, 1.137, 7.425], [0.985, -0.085, 5.544], [1.447, -0.408, 4.241], [2.939, -1.485, 3.948], [0.801, 0.087, 3.093], [1.064, -0.255, 1.828], [-0.207, 1.033, 3.320], [-0.691, 1.717, 2.205], [-1.569, 4.528, 1.462], [-3.171, 3.724, 1.225], [-1.657, 3.192, 0.315], [-2.703, 3.810, 3.704], [-1.783, 2.756, 5.768], [1.426, -0.560, 6.426], [-3.292, -0.741, 3.544], [-2.140, -1.666, 3.597], [-1.319, -1.885, 2.525], [-0.364, -2.861, 2.832], [-0.462, -3.367, 4.091], [-1.734, -2.602, 4.967], [0.619, -3.207, 1.813], [1.611, -4.045, 1.954], [2.578, -4.099, 0.552], [1.437, -2.993, -0.212], [0.474, -2.627, 0.576], [1.576, -2.347, -1.555], [-3.017, 0.235, 3.171], [-3.735, -0.697, 4.543], [-4.021, -1.092, 2.753], [0.173, -4.207, 4.467], [1.903, -4.682, 2.791], [0.702, -1.707, -1.663], [1.465, -3.125, -2.311], [2.535, -1.907, -1.757], [-5.600, 3.167, -4.331], [-5.127, 2.451, -3.309], [-3.745, 2.447, -3.012], [-2.915, 3.152, -3.783], [-3.275, 1.822, -1.869], [-2.012, 2.088, -1.517], [-4.102, 1.169, -0.981], [-3.614, 0.544, 0.529], [-5.452, 1.143, -1.377], [-6.280, 0.539, -0.525], [-5.930, 1.741, -2.487], [-7.286, 1.844, -2.669], [-2.953, -3.063, -0.331], [-1.845, -1.466, -1.409], [-2.730, -0.810, -1.733], [-1.577, -2.056, -2.324], [0.225, 0.594, -3.385], [1.071, 1.116, -2.228], [0.811, 1.146, -0.933], [1.916, 1.642, -0.273], [2.798, 2.106, -1.217], [2.294, 1.712, -2.409], [2.992, 1.854, -3.661], [3.335, 0.601, -4.162], [2.745, 0.144, -5.280], [3.005, -1.092, -5.514], [3.833, -1.494, -4.521], [4.398, -2.731, -4.228], [5.215, -2.758, -3.108], [5.380, -1.700, -2.210], [4.857, -0.475, -2.433], [4.074, -0.386, -3.615], [-0.727, 0.134, -3.001], [0.676, -0.161, -3.990], [-0.010, 1.455, -3.942], [1.943, 1.615, 0.815], [3.862, 2.507, -1.186], [3.881, 2.446, -3.444], [2.271, 2.439, -4.306], [4.311, -3.557, -4.961], [5.665, -3.696, -2.832], [6.056, -1.804, -1.335], [4.975, 0.373, -1.790]],
  "atomic_forces_ev_per_a": [[-0.1, -0.3, -0.8], [0.0, -0.8, -2.2], [1.6, -1.4, -1.9], [-1.0, 0.6, 0.7], [0.1, -0.5, 0.3], [0.9, -0.9, 0.3], [-1.7, 1.3, 0.4], [0.2, -0.2, 0.4], [2.0, -1.8, -0.1], [-0.8, 0.6, -0.9], [0.4, -0.3, 0.3], [1.3, -1.3, -0.8], [-0.2, 0.3, 1.6], [-1.2, 2.5, -0.4], [-1.1, -0.2, 0.6], [0.0, 0.6, 0.1], [1.2, -0.3, 0.3], [-0.7, 0.5, 1.4], [-0.9, 1.2, 0.4], [-0.3, 0.3, 0.3], [0.0, 0.1, -0.5], [-0.8, -0.7, -0.5], [1.9, -0.6, -2.3], [-0.9, 0.1, 2.4], [-1.1, 0.7, 0.3], [0.7, -0.9, 0.1], [0.2, -0.3, -0.6], [-2.5, 1.0, 0.2], [2.4, -2.1, 0.7], [-0.7, 0.5, -1.0], [0.7, 0.6, 0.1], [0.5, 0.2, 0.0], [-0.6, -1.5, -0.2], [0.3, 0.5, 0.3], [-0.2, 0.3, -0.3], [0.6, 0.1, 1.1], [-0.8, 1.1, -0.1], [-0.3, 0.5, -0.2], [0.3, 0.3, -0.1], [0.0, -0.1, -0.2], [0.3, 0.6, 0.3], [0.0, -0.2, 0.0], [2.5, 0.5, -0.7], [-1.2, 0.1, -0.3], [0.2, 0.1, -0.1], [-0.3, 0.9, -0.3], [0.7, -0.4, -0.2], [-0.7, 0.1, -0.8], [0.5, -0.2, 1.1], [1.1, -1.2, 1.9], [-0.6, 0.0, -0.2], [-3.0, 0.6, -0.2], [1.0, -0.4, 0.0], [0.2, 0.2, -0.1], [-1.0, 0.3, -0.8], [1.2, -0.9, 0.3], [0.1, 0.6, 0.7], [-0.8, -0.3, 2.5], [0.4, 0.0, 0.0], [-0.4, -1.6, 0.4], [-0.1, 0.9, -0.2], [1.9, -0.3, 1.4], [-0.8, -0.3, -0.7], [-1.4, 2.3, 0.4], [0.3, -1.6, -1.6], [-1.2, 0.4, -1.3], [0.2, 1.2, 0.4], [0.9, 0.8, 2.1], [0.8, 0.0, -0.5], [-0.6, -1.3, -0.1], [1.5, -0.2, 1.0], [-1.4, 0.7, -1.6], [0.1, -1.5, 0.0], [0.9, 0.7, -0.1], [0.7, -0.3, -0.4], [-0.5, 0.9, -1.2], [0.1, 0.2, -0.5], [-1.8, -0.5, 0.2], [0.0, 0.1, -0.2], [1.3, -1.0, -0.1], [0.0, 0.4, 0.8], [0.2, -0.2, -0.1], [-0.6, -0.2, -0.7], [0.1, 0.2, 0.3]]
}

4.
{
  "formula": "C4H7BrFNO4",
  "method": "wB97M-V/def2-TZVPD",
  "total_energy_ev": -86697.319,
  "relative_energy_kcal_mol": 0.00,
  "gap_ev": 10.91,
  "smiles": "O=[N+]([O-])C(CO)(CO)[C@H](F)Br",
  "molar_mass_g_mol": 232.0,
  "symbols": ["O", "N", "O", "C", "C", "O", "C", "O", "C", "F", "Br", "H", "H", "H", "H", "H", "H", "H"],
  "positions_angstrom": [[0.418, -2.361, -0.089], [1.011, -1.322, -0.063], [2.203, -1.168, -0.137], [0.185, -0.057, -0.002], [-1.194, -0.274, -0.644], [-1.100, -0.831, -1.933], [0.061, 0.438, 1.448], [-0.788, -0.282, 2.236], [1.038, 1.115, -0.786], [1.916, 1.623, 0.213], [-0.121, 2.527, -1.307], [-1.594, 0.769, -0.619], [-1.559, -1.029, 0.024], [-1.237, -1.755, -1.847], [1.053, 0.552, 1.983], [-0.130, 1.534, 1.339], [-1.647, -0.183, 1.851], [1.485, 0.704, -1.665]],
  "atomic_forces_ev_per_a": [[-0.4, -1.2, 0.2], [-0.2, 1.5, -0.5], [0.7, -0.3, 0.2], [1.3, 2.0, -1.0], [1.7, 0.1, 0.6], [0.0, 1.9, -0.3], [2.5, 1.9, 0.0], [-0.3, -0.5, 0.7], [-0.9, -1.4, 3.2], [-0.4, -0.4, -2.1], [0.1, 0.7, -0.3], [-0.7, -1.4, -0.2], [-1.4, 0.0, 0.4], [-0.1, -1.3, 0.0], [-0.9, -1.0, -0.8], [-0.8, -0.6, 0.2], [-1.1, -0.1, 0.1], [0.9, 0.1, -0.2]]
}

5.
{
  "formula": "C3H9NO2",
  "method": "wB97M-V/def2-TZVPD",
  "total_energy_ev": -8841.821,
  "relative_energy_kcal_mol": 26.16,
  "gap_ev": 10.56,
  "smiles": "CC(=O)O.CN",
  "molar_mass_g_mol": 91.1,
  "symbols": ["C", "C", "O", "O", "H", "H", "H", "H", "C", "N", "H", "H", "H", "H", "H"],
  "positions_angstrom": [[-0.752, 0.874, 0.308], [-1.482, -0.190, 1.077], [-2.530, -0.691, 0.792], [-0.719, -0.519, 2.149], [-1.134, 1.163, -0.653], [0.289, 0.675, 0.351], [-0.693, 1.797, 0.899], [-1.131, -1.205, 2.688], [2.183, -0.503, -1.905], [2.648, 0.891, -1.880], [1.131, -0.790, -1.900], [2.605, -0.936, -0.990], [2.704, -1.105, -2.648], [2.392, 1.312, -2.773], [1.999, 1.429, -1.305]],
  "atomic_forces_ev_per_a": [[-0.2, 1.2, 1.0], [0.5, 0.3, -0.4], [-0.1, -0.2, 0.2], [0.0, 0.0, 0.1], [-0.2, -0.5, -0.4], [1.1, -0.8, -0.7], [-0.7, 0.0, 0.2], [-0.3, -0.1, -0.2], [1.3, -1.0, 1.3], [-1.5, 0.5, -0.9], [-0.2, 0.6, -0.3], [-0.3, -0.1, 0.1], [-0.1, 0.4, -0.5], [0.5, -0.1, -0.3], [0.3, -0.2, 0.5]]
}

6.
{
  "formula": "C6H35NO12",
  "method": "wB97M-V/def2-TZVPD",
  "total_energy_ev": -32846.631,
  "relative_energy_kcal_mol": 160.80,
  "gap_ev": 9.63,
  "smiles": "C=CC[C@H](CO)NC.O.O.O.O.O.O.O.O.O.O.O",
  "molar_mass_g_mol": 313.3,
  "symbols": ["C", "C", "C", "C", "C", "O", "N", "C", "H", "H", "H", "H", "H", "H", "H", "H", "H", "H", "H", "H", "H", "O", "H", "H", "O", "H", "H", "O", "H", "H", "O", "H", "H", "O", "H", "H", "O", "H", "H", "O", "H", "H", "O", "H", "H", "O", "H", "H", "O", "H", "H", "O", "H", "H"],
  "positions_angstrom": [[2.941, 0.753, 0.254], [1.949, 0.344, -0.462], [0.874, -0.613, -0.177], [-0.406, -0.158, -0.926], [-1.689, -0.344, -0.020], [-2.110, 1.030, 0.225], [-0.304, -0.705, -2.353], [-1.608, -0.476, -3.080], [3.717, 1.426, -0.088], [3.176, 0.383, 1.279], [2.027, 0.479, -1.679], [1.046, -1.651, -0.614], [0.940, -0.837, 0.901], [-0.623, 0.976, -1.006], [-1.294, -0.894, 0.828], [-2.465, -0.834, -0.554], [-2.143, 1.205, 1.188], [-0.153, -1.747, -2.246], [-1.649, -1.079, -4.133], [-2.510, -0.897, -2.564], [-1.817, 0.587, -3.310], [-2.708, 1.275, 2.842], [-3.120, 2.090, 3.222], [-2.371, 0.740, 3.564], [-0.099, 1.843, 2.958], [0.232, 2.576, 2.483], [-1.082, 1.664, 2.746], [-3.526, 3.356, 1.266], [-3.049, 3.769, 0.566], [-3.658, 2.444, 1.003], [0.910, -3.522, -0.064], [1.469, -3.467, 0.810], [0.632, -4.527, -0.118], [2.593, -2.530, -2.667], [2.574, -1.855, -2.062], [2.371, -3.239, -2.190], [0.566, 3.535, -1.740], [1.210, 3.028, -2.376], [-0.055, 2.936, -1.532], [2.339, -3.451, 2.180], [3.206, -3.069, 2.254], [1.761, -2.807, 2.609], [0.622, 3.639, 1.169], [0.362, 4.357, 0.654], [0.941, 3.025, 0.476], [0.688, -0.635, 3.958], [1.193, -0.217, 4.627], [0.283, 0.124, 3.362], [1.151, 1.419, -3.572], [0.810, 0.620, -3.242], [1.796, 1.267, -4.152], [-1.760, -4.114, -0.255], [-1.707, -3.283, -0.652], [-2.471, -3.939, 0.410]],
  "atomic_forces_ev_per_a": [[2.3, 0.4, 2.5], [-0.1, -1.1, -5.6], [0.2, -1.0, -0.6], [-1.0, 1.2, 0.0], [1.6, 1.1, -1.0], [-0.2, -1.0, 0.8], [-1.8, -0.7, 1.4], [-0.4, -1.9, -2.0], [-0.1, 0.0, -0.4], [-0.8, 0.4, -0.5], [-0.2, 0.6, 3.2], [0.3, 1.5, 0.4], [-1.2, 0.4, -0.1], [1.7, -1.5, -0.4], [-0.8, 0.1, 0.6], [-0.8, -0.6, -0.1], [0.0, -0.3, -0.6], [-0.1, 1.5, -0.4], [0.6, 1.5, 2.4], [0.8, 0.5, -0.1], [0.5, -0.5, 0.3], [-0.8, 0.6, 0.6], [0.5, -0.8, -0.4], [-0.3, -0.2, 0.5], [-2.4, -2.8, 1.3], [0.3, 1.5, -1.3], [2.4, 1.3, 0.1], [-0.7, -0.1, 1.2], [0.6, 0.4, -0.8], [0.0, -0.1, -0.4], [0.5, -3.2, 1.3], [-1.0, -0.4, -2.1], [0.7, 3.2, 0.3], [1.4, 1.7, -4.9], [0.0, 2.9, 2.2], [-1.4, -4.5, 2.8], [5.3, 2.3, -2.5], [-2.0, 1.1, 1.6], [-3.5, -3.5, 0.9], [-0.6, 0.0, 0.3], [0.7, 0.2, -0.1], [-0.1, 0.1, 0.3], [1.0, -2.2, 0.5], [-0.7, 2.2, -1.2], [0.0, 0.3, 0.5], [-1.9, 0.5, -2.8], [0.6, 0.9, 0.8], [1.6, -1.4, 1.8], [-3.0, 3.5, 2.6], [-0.9, -2.3, 0.7], [3.9, -1.2, -3.6], [-1.7, -1.6, 1.9], [0.6, 2.1, -1.3], [0.9, -0.6, -0.7]]
}